(1)
{
  "formula": "C3H6N2S2",
  "method": "ωB97M-V/def2-TZVPD",
  "homo_ev": -8.448,
  "multiplicity": 1,
  "charge": 0,
  "orbital_gap_ev": 8.49,
  "molar_mass_g_mol": 134.229,
  "relative_energy_kcal_mol": 92.71,
  "species": ["H", "N", "C", "H", "N", "H", "C", "H", "H", "S", "H", "C", "S"],
  "xyz": [[-4.206178, -0.581573, 0.010591], [0.236838, 0.494297, 0.004484], [-0.607470, -0.467129, 0.614835], [3.369853, -1.002708, -0.067466], [-1.838285, -0.638995, 0.645777], [-1.365149, 2.359664, -0.834320], [1.587685, 0.282143, -0.374590], [2.163823, 1.322537, -0.446037], [-0.039685, -1.139507, 1.391040], [-3.069314, 0.007745, -0.415699], [1.946930, -1.984877, -0.391949], [2.201011, -0.920891, -0.324446], [-0.380055, 2.269294, 0.187778]],
  "forces_ev_per_a": [[0.666, -0.322, 0.555], [-1.738, 2.239, -0.964], [2.694, -0.491, 1.786], [-2.453, 1.045, -1.302], [-2.854, -0.470, -0.777], [1.263, -0.391, 1.027], [0.582, 1.231, 1.549], [-1.149, -2.631, 0.260], [-0.624, 1.150, -1.585], [1.499, 0.519, 0.048], [-1.336, 0.826, 0.226], [3.454, -0.299, 0.561], [-0.002, -2.406, -1.384]]
}


(2)
{
  "formula": "C3H6N2S2",
  "method": "ωB97M-V/def2-TZVPD",
  "homo_ev": -8.021,
  "multiplicity": 1,
  "charge": 0,
  "orbital_gap_ev": 7.33,
  "molar_mass_g_mol": 134.229,
  "relative_energy_kcal_mol": 91.25,
  "species": ["H", "H", "H", "S", "N", "C", "S", "H", "N", "C", "H", "C", "H"],
  "xyz": [[-1.844561, -0.510653, -0.837058], [1.232458, -4.117452, 0.406815], [0.064316, -0.482936, 0.828896], [1.596328, -2.537743, -1.036880], [1.560354, -3.110395, 0.394438], [0.159636, 1.518964, -0.046091], [1.895996, -0.550300, -0.756526], [0.251698, 2.086120, -0.971901], [-0.658693, -1.845549, -1.662489], [0.163575, -0.022385, -0.158650], [1.088595, 1.673098, 0.609314], [-0.741474, -0.795039, -0.976384], [-0.860983, 1.699695, 0.481251]],
  "forces_ev_per_a": [[1.075, 0.228, -0.169], [0.764, 1.324, -0.286], [0.128, 0.378, 0.222], [-1.814, 0.684, -0.597], [-0.944, -1.280, 0.377], [-0.630, -1.200, 1.824], [-0.165, 0.398, 0.157], [-0.105, -0.306, 0.001], [2.307, 0.200, 1.144], [2.551, -0.205, 0.052], [-1.709, 0.525, -0.648], [-3.479, -1.199, -1.383], [2.020, 0.451, -0.694]]
}


(3)
{
  "formula": "C3H6N2S3",
  "method": "ωB97M-V/def2-TZVPD",
  "homo_ev": [-7.985, -7.985],
  "multiplicity": 1,
  "charge": 0,
  "orbital_gap_ev": [5.35, 5.35],
  "molar_mass_g_mol": 166.296,
  "relative_energy_kcal_mol": 130.68,
  "species": ["H", "N", "S", "C", "H", "C", "N", "S", "H", "H", "H", "H", "C", "S"],
  "xyz": [[1.231383, 2.183497, -1.705472], [1.483727, -0.637764, -0.103869], [2.681478, 1.664721, 0.075410], [2.665634, -0.130870, 0.043003], [-0.086182, 1.107683, 0.688942], [-0.706318, -2.066563, 0.287840], [0.070397, 1.318457, -0.282943], [4.206468, -0.851262, 0.127488], [-0.851652, -0.992008, 0.068500], [0.911269, 3.104299, -0.231998], [-0.455864, -2.458503, 1.201311], [-1.198513, -2.856006, -0.202380], [1.023019, 2.130964, -0.693110], [0.927198, -2.080338, -0.569578]],
  "forces_ev_per_a": [[-0.272, 0.134, -2.142], [-1.714, 0.792, 0.725], [0.847, 0.009, 0.300], [0.652, 0.522, -0.905], [0.574, 0.734, 0.576], [2.654, 1.298, -2.284], [-2.052, -3.697, -0.983], [-1.055, 0.423, 0.214], [-1.286, -0.734, 0.746], [0.153, 0.809, 0.230], [0.022, 0.115, 2.867], [-1.425, -0.301, -1.061], [2.372, 0.153, 2.363], [0.530, -0.258, -0.646]]
}


(4)
{
  "formula": "C3H6N2S3",
  "method": "ωB97M-V/def2-TZVPD",
  "homo_ev": -8.081,
  "multiplicity": 1,
  "charge": 0,
  "orbital_gap_ev": 8.65,
  "molar_mass_g_mol": 166.296,
  "relative_energy_kcal_mol": 84.25,
  "species": ["S", "N", "C", "C", "N", "S", "H", "C", "H", "S", "H", "H", "H", "H"],
  "xyz": [[-2.691918, -0.432082, 0.404540], [1.018032, 0.166549, 0.293268], [-0.016866, -0.749285, 0.208716], [0.588344, 1.445964, 0.691470], [-1.101451, 0.042659, 0.479912], [0.122787, -2.417691, 0.008798], [-1.519447, 2.124585, 1.223456], [-0.730175, 1.329608, 0.877218], [1.227434, 2.401648, 0.705625], [2.651586, 0.073130, -0.137968], [2.742641, -1.306314, -0.136727], [-2.458796, -1.530704, -0.380862], [-0.043448, -0.291386, -2.481797], [0.211276, -0.856685, -1.755643]],
  "forces_ev_per_a": [[-1.485, -1.071, -0.193], [0.118, 0.882, 0.258], [0.941, 0.857, 1.004], [0.644, 0.749, -0.094], [1.005, 0.085, 0.613], [-0.230, 0.757, -0.027], [1.778, -1.906, -0.949], [-2.252, 1.742, 0.052], [-0.957, -2.127, 0.167], [0.674, -1.497, -0.328], [-0.247, 0.866, 0.104], [0.053, 0.529, 0.343], [1.081, -2.193, 2.823], [-1.125, 2.326, -3.773]]
}


(5)
{
  "formula": "C3H6N3",
  "method": "ωB97M-V/def2-TZVPD",
  "homo_ev": -14.444,
  "multiplicity": 1,
  "charge": 1,
  "orbital_gap_ev": 7.94,
  "molar_mass_g_mol": 84.102,
  "relative_energy_kcal_mol": 143.53,
  "species": ["H", "C", "N", "H", "N", "H", "C", "C", "N", "H", "H", "H"],
  "xyz": [[-1.338555, 2.348985, -2.327357], [0.397095, 1.329425, -1.860675], [-1.663840, 1.209502, -0.739978], [1.465565, 1.277036, -1.977811], [0.017737, -0.143267, 0.051337], [0.738125, -1.878738, 0.731842], [-0.867593, 1.543969, -1.753871], [0.476145, -0.936929, 1.174808], [-1.128553, 0.331262, 0.025908], [-0.264762, -0.906011, 1.841140], [1.439753, -0.678055, 1.479113], [-1.720008, -0.022495, 0.766429]],
  "forces_ev_per_a": [[0.352, -0.255, -0.642], [0.832, -1.596, 1.182], [-1.685, -1.352, 0.479], [-0.144, -0.039, -0.308], [1.867, 2.412, -2.954], [-0.684, -1.128, 0.108], [0.412, 2.292, -0.448], [1.126, -0.607, -4.042], [0.076, -0.998, 2.065], [-2.423, -0.541, 3.320], [1.250, 1.494, 0.877], [-0.980, 0.319, 0.364]]
}


(6)
{
  "formula": "C3H6N3",
  "method": "ωB97M-V/def2-TZVPD",
  "homo_ev": -15.272,
  "multiplicity": 1,
  "charge": 1,
  "orbital_gap_ev": 8.86,
  "molar_mass_g_mol": 84.102,
  "relative_energy_kcal_mol": 111.30,
  "species": ["H", "C", "H", "H", "H", "H", "C", "N", "C", "N", "N", "H"],
  "xyz": [[-0.644425, 1.051195, 0.414307], [-1.674525, 0.922846, 0.160483], [2.385822, 0.117998, 0.540090], [1.419110, -0.024562, -1.205287], [2.234883, -1.429959, -0.358899], [-2.270554, 1.786551, 0.014807], [-2.209252, -0.279492, -0.132163], [0.575342, -0.863991, 0.503426], [1.723703, -0.474992, -0.165553], [-1.555441, -1.548306, -0.045594], [-0.379198, -1.437898, 0.124654], [-3.196448, -0.347285, -0.439635]],
  "forces_ev_per_a": [[0.417, 0.279, 0.269], [-0.039, -2.290, -0.758], [-1.039, -0.467, -1.190], [0.989, -0.477, 1.991], [0.321, 0.294, -0.188], [-0.501, 0.653, 0.172], [0.912, 2.032, 0.569], [-1.760, -1.208, 1.968], [1.877, 0.758, -2.323], [0.724, -0.559, 0.064], [-0.255, 1.493, -0.087], [-1.647, -0.508, -0.486]]
}


(7)
{
  "formula": "C3H6N3O",
  "method": "ωB97M-V/def2-TZVPD",
  "homo_ev": -13.884,
  "multiplicity": 1,
  "charge": 1,
  "orbital_gap_ev": 9.94,
  "molar_mass_g_mol": 100.101,
  "relative_energy_kcal_mol": 48.60,
  "species": ["H", "C", "H", "N", "H", "C", "H", "H", "H", "N", "O", "N", "C"],
  "xyz": [[1.008502, -2.146035, -0.149992], [-1.426061, -0.273490, -0.130626], [0.649113, 1.531706, 1.221856], [-0.679794, -1.347834, -0.003772], [-0.985032, -2.205416, -0.260217], [0.580737, 1.197103, 0.160719], [-2.436983, -0.331516, -0.394053], [0.723510, 2.118492, -0.558293], [-1.395011, 1.822260, 0.170864], [0.645516, -1.427087, 0.454359], [2.638844, 0.127792, -0.427484], [-0.848809, 0.861894, 0.010255], [1.525466, 0.072136, -0.093621]],
  "forces_ev_per_a": [[0.844, -0.429, -0.016], [2.188, -1.754, 0.312], [0.667, -0.109, -0.711], [-0.080, 2.449, 0.358], [-1.815, -3.013, -0.909], [-0.828, 1.840, -0.417], [-1.355, -0.313, -0.168], [0.350, -1.997, 1.430], [0.904, -3.356, -0.753], [1.770, 3.380, -1.069], [-0.312, -0.775, 0.145], [-0.775, 5.687, 0.888], [-1.558, -1.610, 0.910]]
}


(8)
{
  "formula": "C3H6N3O2",
  "method": "ωB97M-V/def2-TZVPD",
  "homo_ev": -4.618,
  "multiplicity": 1,
  "charge": -1,
  "orbital_gap_ev": 8.97,
  "molar_mass_g_mol": 116.100,
  "relative_energy_kcal_mol": 92.92,
  "species": ["H", "H", "N", "H", "C", "O", "N", "O", "H", "H", "C", "C", "H", "N"],
  "xyz": [[-0.039290, -0.290463, -2.094789], [1.950065, 1.008545, -0.248075], [0.151865, 1.115044, -0.812498], [0.565764, -2.165140, 0.473382], [-0.530559, 0.167709, -1.248654], [0.880987, -0.024194, 2.782302], [0.154318, 2.180829, 0.029497], [1.992094, -0.048817, 0.892387], [0.262837, 1.863344, 1.053259], [-0.794872, -1.198729, 0.569505], [0.136280, -1.576862, 1.078845], [1.061008, -0.416526, 1.652084], [-0.078914, -2.212599, 1.838625], [1.383418, 1.744489, -0.834952]],
  "forces_ev_per_a": [[0.770, -0.369, -0.070], [-0.771, 1.131, 0.042], [0.092, -0.319, -0.948], [3.827, -3.801, -5.212], [-1.905, 0.082, -0.279], [-0.894, 0.748, 1.969], [0.855, 0.120, 1.959], [0.949, 0.085, -0.710], [0.201, 0.012, -1.777], [0.913, -0.259, 0.864], [-2.923, 6.138, 2.522], [-0.252, -2.030, -1.664], [-1.266, -1.537, 2.861], [0.405, -0.001, 0.443]]
}